(1)
Density functional theory data (wB97M-V/def2-TZVPD) for an isolated ion of composition C7H16N and charge +1 at a distorted geometry.

The energy relative to the best compared isomer or geometry (same formula, charge and spin) comes out at 89.13 kJ/mol. The value obtained for the maximum force is 2.14 eV Å⁻¹. The charge is +1. Its SMILES is C=C(C)CC[C@H](C)[NH3+]. The HOMO-LUMO gap comes out at 0.3249 Eh.

Geometry as XYZ:
```
24
C7H16N wB97M-V/def2-TZVPD
H -2.452 -2.198 -1.274
H -0.167 2.276 2.409
H 1.105 0.224 -1.086
C -0.430 -1.837 -0.760
H 1.207 -2.711 -1.829
H -0.025 -1.306 1.315
H -0.936 0.936 0.489
H 1.369 -1.834 0.507
H 0.339 0.658 2.465
H -2.068 -0.503 -1.309
C 0.452 -1.267 0.328
H 1.406 1.776 2.107
N 0.416 1.557 1.980
C 0.144 -2.614 -1.674
C 0.982 0.184 -0.007
H -0.435 3.411 0.004
H 1.289 2.884 -0.169
H 0.025 2.354 -1.286
H -2.251 -1.401 0.253
C 0.241 2.597 -0.245
C -1.863 -1.430 -0.771
H 1.995 0.156 0.414
H -0.445 -3.184 -2.389
C 0.102 1.272 0.529
```

---

(2)
Density functional theory data (wB97M-V/def2-TZVPD) for a single C7H16N2 molecule at a distorted geometry.

The energy relative to the best compared isomer or geometry (same formula, charge and spin) comes out at 100.13 kJ/mol. The value obtained for the maximum force is 1.98 eV Å⁻¹. The charge is 0. Its SMILES is [H]/N=C\[C@H](N)C(C)(C)CC. The HOMO-LUMO gap comes out at 0.3781 Eh.

Geometry as XYZ:
```
25
C7H16N2 wB97M-V/def2-TZVPD
H -0.020 1.707 2.046
H 1.112 -2.191 -0.772
H -1.096 1.726 -1.205
C 1.293 -0.698 1.400
H -1.235 -2.662 -0.504
H -1.692 0.187 0.470
H 2.073 -0.781 -1.217
H 2.362 -0.688 1.153
C 0.428 -0.323 0.163
C 1.051 -1.122 -1.011
H 1.054 -1.707 1.756
H 0.490 -1.025 -1.944
H 1.634 1.465 -0.176
C 0.567 1.217 -0.109
H -2.770 -1.826 -0.257
C -1.719 -1.681 -0.530
H -1.152 -1.141 1.449
N -0.434 3.299 0.800
H -0.304 3.484 -0.211
N -0.085 1.682 -1.352
H -1.701 -1.298 -1.555
C -1.063 -0.710 0.444
H 1.156 -0.018 2.244
H 0.053 1.006 -2.100
C -0.003 2.098 1.017
```

---

(3)
Density functional theory data (wB97M-V/def2-TZVPD) for C7H16N2 as an isolated structure at a distorted geometry.

The energy relative to the best compared isomer or geometry (same formula, charge and spin) comes out at 471.65 kJ/mol. The value obtained for the maximum force is 5.02 eV Å⁻¹. The charge is 0. The HOMO-LUMO gap (spin up / spin down) comes out at 0.2877 / 0.2878 Eh.

Geometry as XYZ:
```
25
C7H16N2 wB97M-V/def2-TZVPD
C -0.517 -1.781 0.230
H -0.593 -2.079 -0.815
H -0.732 1.678 -0.347
H -3.220 -0.006 -0.160
C -0.900 0.624 -0.536
H 2.526 0.625 1.390
H -1.049 -0.171 2.428
H 2.840 -0.333 -1.920
H -1.359 1.070 -2.477
H -1.375 -0.649 -2.077
C 2.369 1.031 0.389
H 1.984 2.049 0.497
C -0.187 0.150 1.845
H 1.150 -1.001 -2.146
H 3.358 1.111 -0.076
N -2.609 0.210 0.628
N -1.234 0.315 -1.824
H -2.870 1.152 0.922
H -1.422 -2.104 0.740
C -0.370 -0.291 0.415
H 0.700 -0.318 2.270
C 1.824 -0.413 -1.535
H -0.109 1.233 1.931
H 0.355 -2.283 0.649
C 1.438 0.182 -0.419
```

---

Question: Which value of charge does entry 3 give?
Answer: 0

---

Question: What is the maximum force in the first record?
Answer: 2.14 eV Å⁻¹